# C29H24F5N5O4S5SbTl

A structure of composition C29H24F5N5O4S5SbTl at a distorted geometry (the ωB97M-V functional and the def2-TZVPD basis, OMol25).

Its highest occupied orbital energy (alpha / beta) is -2.1 / -1.9 eV. The total charge is -2. As for the LUMO energy (alpha / beta): 3.259 / 3.480 eV. Its HOMO-LUMO gap (alpha / beta) is 0.198 / 0.197 hartree. The value obtained for the total energy is -4597.39417 Ha.

The geometry in XYZ format:
```
74
C29H24F5N5O4S5SbTl | OMol25 | the ωB97M-V functional and the def2-TZVPD basis
C -5.6861 -2.2343 -1.0163
O -0.1001 1.0812 -2.6475
O -1.8730 -3.4005 4.3030
C 4.4629 -3.7010 -2.5164
H -3.4288 2.0883 -3.2548
F -2.2908 -3.2812 -1.7404
S -2.9192 0.6182 7.0516
H -2.4032 0.6068 -1.5551
H 2.3466 0.6123 -3.3559
O 2.3006 -0.2677 0.9548
H 3.2033 2.7789 -2.0755
C -5.4577 -1.2860 -0.0426
C 4.0734 1.1634 -0.9765
H -0.0270 -3.7904 2.9320
H -3.9550 4.3194 -3.9983
C 3.4615 -3.5994 -1.5660
N 2.1218 0.6410 -2.3757
C -3.0026 -3.0390 5.0931
C -3.7355 4.8205 -3.0588
C 5.0154 -2.5504 -3.0516
S 1.6467 0.1717 3.9242
C 3.0096 0.1713 -1.3507
H 5.0048 -0.4074 -3.0553
C 5.9576 3.0341 -0.1389
Tl -0.7249 0.5941 1.6958
H -3.2507 -3.9270 5.6711
S 0.5327 -0.0511 5.5227
F -1.8375 -1.4285 0.1554
C -2.4945 1.6662 -1.3753
C -4.1591 -0.9641 0.4298
H 5.8003 -2.6223 -3.7926
C -3.1562 3.8595 -2.0635
H -1.7641 3.7100 1.0170
H 1.2065 -1.6299 2.2123
N -0.3400 -2.8355 2.7974
S -1.3662 3.5042 5.1912
H -3.8376 -2.7434 4.4529
H -2.7437 5.3563 -0.5668
H -2.7640 -2.2052 5.7561
C 6.0199 1.7292 0.3180
H -4.6559 5.2531 -2.6675
S -3.8705 0.1607 1.6510
Sb -1.7135 1.2228 5.1811
O -1.7799 -1.2608 3.5660
H 0.3293 -2.3438 0.9636
C -2.6863 4.3097 -0.8322
C 5.0878 0.7973 -0.0960
H 4.8043 -4.6727 -2.8460
F -6.5294 -0.6411 0.4645
C -2.1375 3.3967 0.0496
H 5.1233 -0.2127 0.2832
C -1.3652 -2.3939 3.5579
C -4.6284 -2.9256 -1.5991
H 6.6809 3.7640 0.1968
C -3.0700 2.4999 -2.3227
H 3.0317 -4.4939 -1.1400
F -6.9488 -2.5069 -1.4229
H -3.0351 5.6327 -3.2504
C 0.8114 0.7470 -1.9163
C 4.9513 3.4055 -1.0125
F -4.8576 -3.8638 -2.5535
N -2.0336 2.1059 -0.2199
C -3.1174 -1.6783 -0.2097
C 4.0100 2.4807 -1.4215
N 0.7713 0.4472 -0.5914
C 3.5532 -1.1982 -1.6953
H 4.8952 4.4238 -1.3733
C 3.0060 -2.3576 -1.1611
H 6.7986 1.4393 1.0098
C 1.9713 0.0992 -0.1622
N 0.2950 -1.9778 1.9076
C -3.3340 -2.6254 -1.1859
H 2.2272 -2.2863 -0.4179
C 4.5690 -1.3079 -2.6412
```

Mulliken atomic charge list, values in e, 5 entries: number 1, C, carries 0.285; number 2, O, carries -0.725; number 3, O, carries -0.534; number 4, C, carries -0.385; number 5, H, carries 0.296


# H48O24

A cluster of 24 separate species, H48O24 in total at a distorted geometry (the ωB97M-V functional and the def2-TZVPD basis, OMol25).

Its highest occupied orbital energy is -9.4 eV. As for the LUMO energy: -1.096 eV. Its HOMO-LUMO gap is 0.304 hartree. The value obtained for the total energy is -1834.55666 Ha.

The geometry in XYZ format:
```
72
H48O24 | OMol25 | the ωB97M-V functional and the def2-TZVPD basis
O -0.1852 2.0879 -2.1896
H -2.1375 -0.1478 -2.8295
H -0.1050 -3.2968 -4.6539
H -0.5185 2.5513 -2.9580
H 2.1092 2.5242 0.7188
H 0.0490 -3.0481 0.5544
H -2.7871 -3.9643 -2.3566
H 1.0569 -0.7015 5.1675
O -0.9505 -0.6535 2.7797
H -1.0874 1.5059 3.6976
O -0.9184 -4.4261 -1.9668
H 4.6085 3.0644 3.9810
O -1.9223 -0.1949 -1.8980
H 3.2871 3.4177 3.3320
H -4.9289 -3.0445 1.7180
O -1.1571 -0.2843 -4.8484
H 1.8324 4.0941 4.9055
H -0.3361 -0.1294 -0.4015
H -0.8956 5.4026 3.3977
H -2.7654 -0.1117 -1.4524
O 0.8941 -2.8943 0.9766
H -1.5823 -4.3607 -0.2426
O -0.1168 -2.8132 -3.8280
O 3.0797 4.9455 -0.9361
H 1.7869 -3.0835 2.6238
O -3.6246 -3.8146 -2.7953
H -4.3128 -2.3401 -1.8946
H 3.2198 2.1197 1.6648
O 2.4345 2.3154 -3.2375
H -0.6536 1.2532 -2.1908
H -5.3312 -1.2215 -1.9545
H -1.9489 0.1309 -5.1903
H -0.0249 3.9492 0.4398
H -0.6880 -5.2704 -2.3547
H 0.8806 3.6696 3.8074
O -1.7027 -4.4531 0.7025
O 0.1906 -1.0952 5.0638
O 2.9999 2.1739 0.7347
O 1.7858 -0.8754 -3.3013
H 2.8203 4.2383 -0.3455
H -4.0666 -2.1101 0.8962
O 3.8505 0.3074 -1.0926
O -0.2584 4.7158 3.2014
H -1.3159 2.9992 3.5997
O 2.2108 -3.0827 3.4821
H 3.0612 4.5495 -1.8074
H -0.0451 -0.9201 4.1528
H 0.4152 2.9503 -0.6092
H -0.5478 -3.7778 -2.5657
O -4.5925 -1.5459 -1.4394
O 0.6564 3.3052 0.2465
H 2.2892 -1.4574 -3.8707
H -1.2386 -0.3957 1.9040
H 1.5647 2.0732 -2.9199
H 0.7395 0.8430 0.0337
O 4.0487 2.8459 3.2359
H -2.5026 -3.9625 0.8916
O -4.0246 -2.8953 1.4420
H 2.9760 1.5451 -3.0653
H 3.5997 0.6574 -0.2377
H -0.6664 -2.0497 -4.0048
H 1.4888 -3.1547 4.1064
H 0.2847 5.0842 2.5047
H 1.0692 -1.9645 0.8315
H -1.6629 -1.1969 3.1165
O -1.4653 2.2465 4.1718
H -0.4482 0.0755 -5.3816
H 0.9372 -1.3078 -3.2062
O 0.4378 -0.0570 0.1571
H -3.7650 -4.6028 -3.3199
H 3.1194 -0.2564 -1.3450
O 1.4961 3.3210 4.4522
```

Mulliken atomic charge list, values in e, 5 entries: number 1, O, carries -0.586; number 2, H, carries 0.156; number 3, H, carries 0.280; number 4, H, carries 0.249; number 5, H, carries 0.205